Density functional theory data (ωB97M-V with the def2-TZVPD basis set) for a single C17H17F3N4O2S molecule.

The LUMO energy is -0.730 eV. The value obtained for the HOMO-LUMO gap is 8.1720 eV. Its energy above the lowest of the compared OMol25 structures with the same formula, charge and spin is 52.1 kJ/mol. The total energy comes out at -46946.309 eV. As for the SMILES: CC1(C)C(=O)N(c2ccc(C#N)c(C(F)(F)F)c2)C(=S)N1CCCC(N)=O.

Geometry as XYZ:
```
44
Properties=species:S:1:pos:R:3:forces:R:3
S 0.134116 2.014219 0.102869 -0.19 -1.18 0.21
F 6.604624 -0.698675 1.651967 -1.82 -0.74 -1.13
F 5.000049 -2.170535 1.848138 1.01 0.05 -1.79
F 6.450284 -2.083359 -0.023103 -1.78 -0.09 1.84
O -5.484521 2.493527 2.384234 -1.09 0.09 -1.49
O 0.903209 -2.651893 -1.020742 1.42 -3.51 -1.06
N 0.956816 -0.451174 -0.557034 -2.78 -2.94 0.84
N -3.704975 3.418252 1.502656 2.13 1.59 -1.11
N 7.356061 1.732702 -1.072847 -3.36 -1.70 1.79
N -1.304823 -0.300940 0.140105 2.36 -0.53 0.27
C -2.521270 0.277065 0.812976 1.39 2.75 -0.38
C 6.358427 1.236362 -0.664938 3.24 1.37 -1.61
C 0.288462 -1.742600 -0.646875 0.06 1.38 0.16
C -0.043163 0.332345 -0.085192 -2.58 3.91 1.21
C 5.641300 -1.418021 0.912820 2.48 1.42 0.21
C 4.058670 1.324864 -1.372946 0.68 -1.20 0.44
C -4.709127 1.587698 0.203285 1.98 0.50 1.77
C -1.613928 -2.739348 0.756514 -0.04 -2.32 1.58
C 5.035799 0.670783 -0.531201 -0.86 0.68 -1.32
C -1.233933 -1.740887 -0.283872 0.41 2.08 -0.36
C -4.773344 2.613669 1.388074 1.01 -2.25 2.10
C 3.378027 -0.918904 0.033656 -1.89 -3.30 1.26
C -3.256625 1.186235 -0.271429 -3.10 -3.68 1.64
C -2.168489 -1.932025 -1.473674 -0.24 2.27 -0.64
C 4.683643 -0.529446 0.124073 0.35 0.98 0.01
C 2.372402 -0.206880 -0.643586 -0.56 0.41 -0.81
C 2.737234 0.822709 -1.490532 1.75 2.32 -0.20
H -2.864505 3.209136 0.887029 -1.51 1.11 1.34
H -2.733561 1.979084 -0.655316 1.75 1.98 -0.31
H -3.412224 0.544951 -1.153812 -0.05 0.11 0.24
H -2.733300 -2.921284 0.956276 1.55 0.88 -0.59
H -1.142083 -2.446348 1.730633 -0.33 -0.66 -0.70
H -2.229731 1.027667 1.670427 -0.14 -1.79 -1.44
H 2.147037 1.460937 -2.203431 -0.13 -1.35 1.16
H -3.186728 -1.641211 -1.004768 1.37 -0.85 -1.41
H -1.274006 -3.794046 0.409946 -0.17 1.79 0.71
H -2.103866 -2.889995 -1.973432 -0.31 -0.44 0.46
H -5.272826 0.724828 0.481913 -0.32 -0.58 0.41
H -3.119290 -0.550132 1.263496 0.35 0.68 -0.71
H 4.379114 2.184614 -1.999851 -0.23 -0.75 0.71
H -1.865689 -1.185855 -2.279139 -0.72 -0.67 0.95
H 3.166982 -1.989762 0.492486 -0.09 2.64 -0.80
H -3.712156 4.158626 2.257869 0.28 -1.62 -1.40
H -5.188096 2.003044 -0.603723 -1.26 1.12 -2.06
```
Positions in Å, forces in eV/Å.

---

Density functional theory data (ωB97M-V with the def2-TZVPD basis set) for a molecular structure, C17H17F6FeN7OS5Sb.

The LUMO energy (spin up / spin down) is -0.073 / -1.641 eV. The value obtained for the HOMO-LUMO gap (spin up / spin down) is 7.7552 / 6.2065 eV. The multiplicity is 6. Its energy above the lowest of the compared OMol25 structures with the same formula, charge and spin is 136.5 kJ/mol. The total energy comes out at -141793.571 eV.

Geometry as XYZ:
```
55
Properties=species:S:1:pos:R:3:forces:R:3
Sb 3.241654 -1.262923 -1.478825 -0.29 0.03 0.12
Fe 0.041338 -1.191775 0.995033 -0.13 -1.35 0.02
S -2.165236 6.485535 0.878640 0.01 0.02 0.05
S -0.579740 0.964264 0.898281 -0.20 -0.17 0.57
S -2.602214 -2.755224 -2.728885 0.13 0.16 0.23
S -1.622170 3.708942 1.718248 0.22 -0.23 -0.43
S 1.086142 -6.020205 1.318765 0.01 0.38 0.05
F 4.242360 -2.302619 -0.249594 -0.05 0.16 -0.17
F 2.662541 -2.861060 -2.309194 0.11 0.19 0.08
F 1.746128 -1.546398 -0.201961 -0.14 0.08 0.21
F 4.684190 -0.997343 -2.651541 -0.20 -0.08 0.13
F 1.996386 -0.304931 -2.538541 0.25 -0.14 0.15
F 3.610965 0.300368 -0.490342 0.02 -0.20 -0.13
O 0.991921 -1.256224 3.034605 -0.02 0.31 -0.74
N 0.800148 -1.535682 5.244145 0.05 0.04 -0.07
N -2.217437 -0.297349 -1.672837 0.04 -0.15 -0.07
N 2.099762 -3.880843 2.653960 -0.11 0.05 0.02
N 0.394227 -3.569943 1.052852 0.01 0.74 0.13
N -0.554568 3.194698 -0.533063 0.27 -0.37 -0.39
N -1.262470 -2.177811 -0.622657 0.61 0.61 0.58
N -0.890998 4.517686 -0.571263 -0.19 0.14 0.41
C -0.851027 2.620571 0.568186 -0.18 0.88 0.12
C -0.349013 -4.293961 0.145248 0.14 -0.38 0.07
C -1.186605 -3.548673 -0.781085 -0.26 -0.07 -0.31
C -0.993818 -2.351558 3.809722 0.14 0.09 -0.24
C -0.129463 -5.629378 0.160637 -0.02 0.05 0.03
C -1.853754 -4.037526 -1.849816 0.03 0.04 0.07
C -0.254005 7.147023 -3.167438 0.03 -0.08 -0.04
C 0.332074 -1.658825 3.998037 -0.11 -0.14 0.31
C 0.470138 5.021391 -3.979900 -0.04 -0.01 0.06
C -1.952051 -1.614818 -1.579814 -0.37 -0.04 -0.37
C 0.065233 4.428239 -2.798398 -0.07 -0.01 0.11
C -0.665783 6.567760 -1.974428 -0.03 -0.01 0.10
C -1.523540 5.005453 0.543316 0.02 0.02 -0.11
C -0.510215 5.198504 -1.781086 0.09 -0.07 -0.24
C 0.312153 6.385001 -4.172993 0.04 0.07 -0.08
C -1.714768 -1.806862 2.610779 -0.08 0.01 0.01
C 1.225277 -4.322694 1.709184 0.01 -0.59 -0.10
H -1.586697 -2.262202 4.725722 -0.04 -0.06 0.00
H -0.381404 8.213053 -3.301672 -0.01 0.01 0.03
H 0.635982 6.847263 -5.096728 -0.02 0.00 0.01
H 2.891542 -4.471036 2.843478 0.06 0.01 -0.04
H 0.266076 -1.833601 6.039449 -0.05 -0.04 -0.01
H -1.914439 -5.054298 -2.197492 0.02 0.01 0.02
H -2.539816 0.064375 -2.552749 0.01 0.02 -0.02
H -0.573656 -6.393814 -0.453470 0.00 0.02 -0.01
H -1.661096 0.322531 -1.093898 -0.01 0.01 0.03
H 2.303767 -2.892115 2.597909 0.09 -0.02 0.00
H -2.361640 -2.507724 2.095375 0.10 0.03 -0.13
H -1.097362 7.190238 -1.214367 -0.05 -0.01 0.11
H 1.687986 -1.087349 5.399356 0.03 0.02 -0.05
H -0.762601 -3.410056 3.659003 0.03 0.00 0.08
H -2.151665 -0.822532 2.744427 0.07 0.03 -0.12
H 0.204221 3.370647 -2.650941 0.03 -0.03 -0.01
H 0.917038 4.405810 -4.749379 0.00 0.00 0.01
```
Positions in Å, forces in eV/Å.

---

Density functional theory data (ωB97M-V with the def2-TZVPD basis set) for a molecular structure, C17H17IrN2O3.

The LUMO energy is -0.348 eV. The value obtained for the HOMO-LUMO gap is 7.8963 eV. Its energy above the lowest of the compared OMol25 structures with the same formula, charge and spin is 0.0 kJ/mol. The total energy comes out at -29864.681 eV.

Geometry as XYZ:
```
40
Properties=species:S:1:pos:R:3:forces:R:3
Ir -1.204506 -0.710310 -0.292911 -0.25 0.39 -0.20
O -1.402694 -2.607640 -0.712001 0.27 -0.17 0.66
O -0.419159 -0.294735 1.428072 -0.10 -0.20 0.03
O -1.165795 1.326242 -0.384562 0.16 -0.06 0.00
N 0.793987 0.851000 -1.502040 0.01 -0.05 0.05
N 0.384910 -0.459269 -1.325406 0.08 0.11 0.29
C 1.827045 -5.076892 -1.490292 0.07 0.05 -0.04
C 1.960300 -3.722350 -1.681546 0.00 -0.06 0.02
C 0.844900 5.843783 -0.968138 0.01 0.01 0.00
C 1.740739 4.941703 -1.527180 -0.01 -0.01 -0.01
C -0.639861 4.034043 -0.426668 0.01 -0.01 -0.01
C 1.450508 3.587591 -1.535151 -0.02 0.01 -0.01
C -0.443447 -4.738798 -0.753187 0.07 -0.07 -0.10
C 0.258138 3.128090 -0.981434 0.04 0.01 0.02
C -1.516264 -1.550429 3.161820 -0.08 -0.03 -0.02
C 0.908441 -2.830309 -1.407739 -0.02 0.01 0.17
C -0.346164 5.388711 -0.421703 -0.01 0.01 0.00
C 1.190849 -1.428299 -1.597807 -0.12 -0.06 -0.22
C -0.326299 -3.356799 -0.941039 -0.01 0.17 -0.38
C -0.058058 1.678952 -0.946576 -0.03 0.04 -0.17
C -1.529604 -0.296782 2.299337 0.27 -0.07 0.08
C 0.615535 -5.579835 -1.014971 -0.09 -0.02 0.04
C -1.521151 0.986699 3.111619 -0.14 0.06 -0.04
H -0.603355 1.026808 3.700202 0.01 -0.02 -0.01
H 2.652254 -5.742728 -1.701013 0.00 0.00 0.00
H 2.897089 -3.317139 -2.044976 0.00 0.00 0.00
H -2.371252 -1.578608 3.839759 0.00 0.01 0.00
H -2.470384 -0.306566 1.687573 -0.11 -0.02 -0.10
H 0.503978 -6.643298 -0.845429 -0.01 0.00 -0.01
H 2.155256 -1.130455 -1.995901 -0.02 -0.04 -0.07
H 2.669821 5.294663 -1.955427 0.00 0.00 0.00
H -1.543303 1.849544 2.447397 0.01 -0.01 -0.01
H 2.140125 2.875656 -1.965923 0.01 -0.01 0.01
H -1.389263 -5.119821 -0.393119 -0.01 0.01 0.00
H -2.374198 1.034195 3.790633 0.01 -0.01 0.01
H -0.600474 -1.566654 3.753982 0.00 0.02 0.00
H -1.047318 6.090040 0.011617 0.00 0.00 0.00
H 1.078336 6.900699 -0.955713 -0.01 0.00 -0.01
H -1.536509 -2.445518 2.538461 0.02 0.01 -0.01
H -1.563152 3.664834 -0.002620 0.00 0.00 0.01
```
Positions in Å, forces in eV/Å.

---

Density functional theory data (ωB97M-V with the def2-TZVPD basis set) for a molecular structure, C17H17MgN6O3S.

The LUMO energy is 2.365 eV. The value obtained for the HOMO-LUMO gap is 7.1251 eV. Its total charge is -1. Its energy above the lowest of the compared OMol25 structures with the same formula, charge and spin is 0.0 kJ/mol. The total energy comes out at -49274.746 eV.

Geometry as XYZ:
```
45
Properties=species:S:1:pos:R:3:forces:R:3
S 3.117880 -0.846087 -1.758565 -0.05 0.15 0.13
Mg 1.510967 -1.246857 0.435010 0.78 0.36 -0.77
O 1.107203 -4.646074 2.196660 -0.01 0.09 -0.01
O 1.519078 -0.190479 4.397950 -0.04 -0.02 -0.12
O 2.028166 -3.004332 0.972368 -0.20 -0.84 0.48
N 2.980040 0.260962 1.334137 -0.16 0.16 0.30
N 0.693197 0.338752 -0.725396 -0.15 0.22 -0.25
N -0.580249 -1.899274 -0.176651 -0.36 0.08 0.03
N 1.470958 1.295576 -1.297610 0.08 -0.13 0.22
N 0.874282 -1.052773 2.332295 -0.15 -0.18 0.80
N 3.516331 1.767228 -2.120517 0.10 -0.11 -0.02
C -0.582395 0.420298 -0.792270 -0.07 -0.09 -0.05
C -1.085476 2.848212 -1.131790 -0.01 0.10 0.05
C 1.305931 -3.457936 1.948050 0.14 0.03 -0.06
C -2.640070 3.573441 -2.820659 0.02 -0.07 0.00
C 2.637598 0.798789 -1.684469 -0.20 0.10 -0.28
C 2.160660 0.930730 2.373726 0.03 -0.10 -0.18
C -1.310710 1.519853 -1.476507 -0.07 -0.08 0.00
C -1.750497 3.868497 -1.795447 -0.01 -0.02 0.01
C -2.209024 1.229235 -2.501250 -0.02 0.02 0.03
C -2.540621 -3.104821 0.450739 -0.04 -0.01 0.00
C -3.284929 -1.941224 0.387739 -0.04 0.01 0.01
C 0.613095 -2.392138 2.843724 0.14 0.19 -0.16
C -1.182824 -3.034220 0.172439 0.17 0.16 -0.01
C -1.314849 -0.776799 -0.284444 0.18 -0.06 -0.11
C -2.867307 2.249585 -3.173997 0.01 0.02 0.02
C -2.668604 -0.757824 0.008945 -0.08 0.04 -0.03
C 1.439335 -0.176669 3.159299 -0.09 -0.13 -0.07
H -0.378459 3.076126 -0.345108 0.00 -0.01 -0.03
H 1.436056 1.573869 1.867156 0.02 0.00 -0.02
H 2.739037 1.533977 3.070244 0.09 0.04 0.07
H -0.546522 -3.909365 0.253126 0.01 0.05 0.02
H 3.507406 0.919660 0.773608 -0.04 0.03 -0.05
H -2.985245 -4.049130 0.734053 0.01 0.02 0.00
H -3.221353 0.169759 -0.059908 -0.01 -0.03 0.01
H 3.650378 -0.352157 1.788321 0.03 0.00 -0.02
H -4.339995 -1.949607 0.633301 0.01 0.00 -0.01
H -3.555503 2.010125 -3.975959 0.02 0.01 0.02
H -1.569131 4.899315 -1.514980 0.00 -0.03 -0.01
H -0.453478 -2.637008 2.861886 -0.04 -0.01 0.02
H 3.089987 2.652400 -2.348326 -0.02 -0.01 0.02
H -2.385090 0.195411 -2.775213 0.01 0.02 -0.01
H -3.149447 4.371294 -3.346321 -0.01 0.00 0.01
H 0.979968 -2.514992 3.864835 0.02 0.00 0.03
H 4.224222 1.436675 -2.754221 0.01 0.01 0.04
```
Positions in Å, forces in eV/Å.

---

Density functional theory data (ωB97M-V with the def2-TZVPD basis set) for a molecular structure, C17H17N2O7S.

The LUMO energy is 2.051 eV. The value obtained for the HOMO-LUMO gap is 7.2496 eV. Its total charge is -1. The total energy comes out at -46055.501 eV.

Geometry as XYZ:
```
44
Properties=species:S:1:pos:R:3:forces:R:3
S -3.172685 2.590779 0.265693 0.69 0.13 0.22
O -6.328437 -0.484347 -2.896510 -0.70 -0.04 -0.22
O 3.495261 0.335363 -0.325719 -0.24 -0.12 -0.08
O -5.545690 -1.078701 0.215880 -0.75 0.43 0.41
O -4.922806 -1.837710 -1.801890 0.64 0.21 0.03
O 1.828824 -1.381160 2.527978 -0.11 0.22 -0.23
O 5.281147 1.611668 0.095703 0.20 -0.17 -0.08
O 1.599676 -2.327632 0.485227 -0.03 0.28 0.26
N -1.621120 2.471795 0.741080 -0.45 0.54 -0.16
N -3.517552 1.044713 0.094322 -0.39 -0.39 -0.09
C -3.399703 -2.097321 0.078044 0.21 -0.15 -0.60
C 1.012764 1.535515 1.570293 -0.05 -0.15 -0.70
C 1.655003 2.250947 0.348216 -0.07 -0.11 0.62
C -0.084088 0.593313 1.148909 0.06 0.58 0.32
C 4.082126 1.441065 0.083308 0.62 0.45 0.30
C -5.216294 -0.710779 -2.558113 -0.19 0.02 -0.01
C 4.979701 -1.379299 0.638399 -0.27 0.34 -0.26
C -1.094459 -1.575438 0.738862 -0.30 0.18 -0.13
C 0.009606 -0.763331 1.111893 0.39 0.20 0.19
C 4.369668 -0.757217 -0.618082 0.11 -0.97 -0.04
C -4.055478 0.134839 -2.957897 0.18 -0.07 -0.40
C -2.314237 -1.083200 0.405313 0.02 -0.31 0.14
C -2.432845 0.336489 0.415549 -0.77 0.19 -0.30
C 3.151089 2.515057 0.554676 -0.88 -0.18 -0.30
C -1.336540 1.178442 0.776771 0.50 -0.81 0.16
C -4.710447 -1.586580 -0.443839 0.37 -0.28 0.13
C 1.283168 -1.546535 1.419577 0.51 -0.52 -0.11
H 4.607435 -2.387323 0.752502 0.01 -0.27 0.07
H -3.121503 -0.412612 -2.981992 0.16 -0.06 0.23
H 6.063576 -1.358162 0.600873 0.13 0.02 0.14
H -3.618705 -2.713506 0.943473 -0.08 0.08 0.31
H 3.484930 3.418704 0.058042 0.03 0.24 -0.07
H 1.465619 1.621069 -0.511147 0.20 0.04 -0.38
H 4.615027 -0.829687 1.497901 0.11 0.04 0.28
H -3.983523 0.992421 -2.300088 0.07 0.01 0.23
H -2.982586 -2.759886 -0.673806 0.03 -0.17 -0.10
H -0.910614 -2.638766 0.738820 -0.02 -0.18 -0.08
H 3.733842 -1.497892 -1.080883 -0.37 0.03 -0.11
H -4.269297 0.502745 -3.953855 -0.03 0.12 -0.18
H 3.321513 2.651218 1.616885 0.28 0.08 0.23
H 1.150418 3.198805 0.196263 -0.16 0.14 -0.14
H 1.762822 0.976063 2.112664 0.11 -0.16 0.20
H 0.556471 2.283545 2.211469 0.13 0.14 0.31
H 5.128921 -0.477473 -1.340765 0.09 0.41 -0.01
```
Positions in Å, forces in eV/Å.

---

Density functional theory data (ωB97M-V with the def2-TZVPD basis set) for a single C17H17N3O molecule.

The LUMO energy is 0.746 eV. The value obtained for the HOMO-LUMO gap is 9.8554 eV. Its energy above the lowest of the compared OMol25 structures with the same formula, charge and spin is 177.9 kJ/mol. The total energy comes out at -24422.361 eV. As for the SMILES: N#CC(Cc1ccccc1)(Cc1ccccc1)C(=O)NN.

Geometry as XYZ:
```
38
Properties=species:S:1:pos:R:3:forces:R:3
O 1.259241 -0.093386 -3.338524 0.00 -0.27 -0.14
N 2.996019 2.037923 -3.427499 0.02 -0.05 -0.11
N 2.245388 1.636947 -2.304622 0.19 0.44 -0.20
N 0.239164 2.420713 0.209792 -0.01 0.43 0.25
C 1.437330 0.561514 -2.333336 0.04 0.38 0.02
C -3.237248 0.426623 1.091298 -0.03 0.00 0.09
C 0.772095 -0.625359 3.430617 -0.03 0.05 0.06
C 0.467222 1.414821 -0.286861 0.05 0.40 0.24
C 1.145603 -2.388247 1.335896 0.04 0.02 0.02
C -2.379657 0.833099 -1.505409 0.02 -0.08 0.00
C 0.646334 -2.845454 2.543312 -0.05 -0.10 0.01
C 1.454903 -1.044681 1.160313 0.12 -0.07 -0.02
C 1.945258 -0.541351 -0.168909 0.01 -0.01 0.19
C -2.111480 -0.227326 0.624762 -0.01 -0.04 -0.06
C -3.935931 1.285764 0.260926 -0.07 0.05 0.04
C 1.273432 -0.169484 2.224779 0.05 0.00 0.00
C -1.672291 -0.029318 -0.677952 -0.21 -0.30 -0.06
C -0.421981 -0.705687 -1.168894 -0.21 0.04 -0.12
C 0.451235 -1.962890 3.591308 -0.05 -0.03 0.07
C -3.505677 1.486899 -1.039272 -0.04 0.08 -0.05
C 0.825384 0.189406 -0.962220 0.26 -0.68 -0.57
H 1.303091 -3.086330 0.524865 0.01 -0.04 -0.09
H 2.485972 2.755228 -3.946748 -0.04 -0.31 0.16
H -0.499590 -0.925530 -2.236834 0.07 -0.01 0.16
H 2.385401 2.197388 -1.476681 -0.03 -0.20 -0.09
H -4.047628 2.155824 -1.691560 -0.05 0.05 -0.05
H 2.781977 0.147006 -0.020197 -0.03 -0.08 -0.08
H 1.518505 0.875610 2.109045 0.03 0.10 0.00
H 3.070645 1.221944 -4.036142 -0.04 0.18 0.17
H -4.813657 1.798002 0.626218 -0.07 0.04 0.03
H 0.054934 -2.316904 4.531308 -0.02 -0.03 0.08
H 0.406865 -3.891868 2.662965 -0.01 -0.08 0.02
H -2.043194 0.991553 -2.520667 0.03 0.01 -0.12
H -1.566003 -0.894095 1.277972 0.09 -0.09 0.08
H 0.629899 0.067620 4.246218 -0.01 0.06 0.07
H -0.285467 -1.645279 -0.633981 0.02 0.06 -0.07
H 2.291727 -1.376411 -0.782187 -0.01 0.07 -0.02
H -3.567820 0.265717 2.106900 -0.04 -0.01 0.08
```
Positions in Å, forces in eV/Å.